No. 1
{
  "formula": "C3H7NO3",
  "method": "ωB97M-V/def2-TZVPD",
  "multiplicity": 1,
  "total_energy_ev": -10849.357,
  "orbital_gap_ev": [10.03, 8.52],
  "homo_energy_ev": [-9.43, -8.35],
  "e_above_lowest_kcal_mol": 207.8,
  "symbols": ["C", "C", "C", "N", "O", "O", "O", "H", "H", "H", "H", "H", "H", "H"],
  "coordinates": [[-1.40270, 0.40317, -0.01667], [-0.14329, 0.51873, -0.88372], [-0.98462, -0.80730, 0.87536], [0.40584, -0.79514, -0.91001], [-0.24794, -1.54494, -0.07261], [2.55080, 0.46969, 0.29277], [2.09009, -0.80305, 0.28112], [-1.62674, 1.30348, 0.66851], [-2.18718, 0.14310, -0.62392], [-0.35786, 1.03577, -1.93104], [0.61218, 1.07110, -0.31127], [-0.19132, -0.34715, 1.57274], [-1.70713, -1.30769, 1.41481], [3.18987, 0.66022, -0.35606]],
  "forces_ev_per_a": [[1.390, 1.015, 3.034], [-0.720, 1.978, -0.251], [3.031, 4.699, -0.707], [1.059, -0.586, -1.115], [-0.768, -2.761, 0.318], [-1.713, 0.868, 2.667], [-0.121, 0.368, -1.151], [0.286, -1.245, -1.445], [-2.293, -0.397, -1.253], [0.814, -1.451, 2.075], [0.093, 0.628, -0.397], [-1.142, -0.944, -0.453], [-1.427, -1.526, 0.577], [1.511, -0.645, -1.900]],
  "mulliken_charge": [-0.649, -0.205, -0.349, -0.213, -0.159, -0.324, -0.219, 0.282, 0.330, 0.284, 0.247, 0.245, 0.414, 0.316]
}

No. 2
{
  "formula": "C3H7NO3",
  "method": "ωB97M-V/def2-TZVPD",
  "multiplicity": 1,
  "total_energy_ev": -10856.792,
  "orbital_gap_ev": 10.57,
  "smiles": "NC(=O)CC=O.O",
  "homo_energy_ev": -9.98,
  "e_above_lowest_kcal_mol": 36.3,
  "symbols": ["N", "C", "O", "C", "C", "O", "H", "H", "H", "H", "H", "O", "H", "H"],
  "coordinates": [[-0.55913, 1.54040, -0.42421], [-0.12327, 0.55791, 0.40555], [-0.36365, 0.55684, 1.63703], [0.74006, -0.40059, -0.26485], [2.15577, -0.11560, 0.27332], [3.01113, -0.94976, 0.30519], [-0.91565, 2.38552, -0.03686], [-0.16638, 1.60462, -1.32005], [0.86707, -0.27690, -1.35703], [0.41234, -1.42556, -0.10415], [2.29722, 0.95754, 0.62694], [-2.09034, -1.57304, 0.17290], [-2.40183, -0.67985, 0.09204], [-2.86333, -2.18153, -0.00582]],
  "forces_ev_per_a": [[-0.521, 0.052, 0.831], [-1.414, 1.289, 2.711], [0.574, -0.137, -2.899], [1.717, -1.070, -0.480], [-0.473, -0.126, 0.222], [0.244, 0.303, 0.060], [-0.322, 0.365, 0.373], [0.368, 0.055, -1.150], [-0.462, 0.160, 0.352], [0.248, 0.011, 0.266], [0.170, -0.826, -0.249], [-0.917, -1.914, -0.338], [-0.496, 0.549, 0.010], [1.282, 1.288, 0.292]],
  "mulliken_charge": [-0.414, 0.399, -0.625, -0.180, -0.007, -0.452, 0.234, 0.195, 0.325, 0.225, 0.296, -0.606, 0.306, 0.303]
}

No. 3
{
  "formula": "C3H7NO3S",
  "method": "ωB97M-V/def2-TZVPD",
  "multiplicity": 1,
  "total_energy_ev": -21692.606,
  "orbital_gap_ev": 5.65,
  "homo_energy_ev": 0.48,
  "total_charge": -2,
  "e_above_lowest_kcal_mol": 16.7,
  "symbols": ["O", "C", "O", "C", "C", "S", "N", "H", "H", "H", "H", "H", "H", "H", "O"],
  "coordinates": [[-0.59898, -1.20971, -0.94157], [-0.15971, -0.72751, 0.16641], [-0.53640, -1.06485, 1.29837], [0.93562, 0.36028, -0.04889], [1.45360, 0.92687, 1.27695], [2.46264, 2.47389, 1.24594], [0.38184, 1.42746, -0.93133], [1.73808, -0.10644, -0.62256], [0.58378, 1.10465, 1.90425], [2.04986, 0.15506, 1.75914], [0.23832, 2.25903, -0.36740], [-0.47432, 1.06602, -1.33116], [-1.91144, -2.21060, -1.25645], [-3.31743, -1.87042, -0.84793], [-2.84545, -2.58370, -1.30377]],
  "forces_ev_per_a": [[0.123, 0.181, 0.173], [-0.018, -0.439, -0.674], [0.058, 0.100, 0.068], [-0.325, 0.539, 0.037], [0.165, 0.229, -0.174], [-0.003, -0.051, -0.109], [0.201, -0.323, 0.207], [0.231, -0.170, 0.140], [-0.094, -0.069, 0.113], [-0.082, -0.169, 0.082], [-0.069, -0.006, -0.096], [-0.135, 0.163, 0.064], [-0.151, 0.030, 0.340], [0.183, -0.348, -0.106], [-0.083, 0.335, -0.065]],
  "mulliken_charge": [-0.884, 0.372, -0.713, 0.354, -0.932, -0.753, -0.623, 0.113, 0.251, 0.271, 0.206, 0.267, 0.529, 0.266, -0.726]
}

No. 4
{
  "formula": "C3H7NO3S",
  "method": "ωB97M-V/def2-TZVPD",
  "multiplicity": 1,
  "total_energy_ev": -21691.648,
  "orbital_gap_ev": 5.99,
  "homo_energy_ev": 0.01,
  "total_charge": -2,
  "e_above_lowest_kcal_mol": 38.8,
  "symbols": ["C", "C", "S", "N", "C", "O", "O", "H", "H", "H", "H", "H", "H", "H", "O"],
  "coordinates": [[-0.41967, 0.35194, -0.38219], [-1.01423, 1.73166, -0.91470], [-2.58640, 2.31147, -0.20750], [0.73570, -0.40769, -1.13147], [1.82860, -1.17699, -0.56732], [1.80761, -1.02078, 0.80625], [2.46590, -1.94193, -1.28316], [0.18976, 0.55486, 0.48282], [-1.12755, -0.44210, -0.07398], [-1.15393, 1.62372, -1.96775], [-0.18089, 2.43775, -0.75718], [0.88115, -0.28836, -2.21324], [-0.26217, -1.18481, 3.33446], [0.71333, -1.87930, 2.31628], [0.07706, -2.08617, 3.13994]],
  "forces_ev_per_a": [[1.887, -0.932, 0.203], [1.277, -1.490, 0.400], [0.084, -0.085, 0.244], [0.261, 0.870, -3.586], [-3.456, 1.457, 4.707], [0.867, -1.067, -3.657], [0.698, 0.331, -0.093], [-0.461, 0.335, 0.889], [-0.169, 0.750, -0.489], [-0.039, 0.009, -0.981], [-0.384, 0.014, -0.104], [-0.818, -0.354, 2.888], [0.294, -0.882, -0.308], [-1.517, -0.397, 1.798], [1.477, 1.441, -1.910]],
  "mulliken_charge": [-0.292, -0.656, -0.751, -0.205, 0.445, -0.855, -0.723, 0.242, 0.227, 0.189, 0.209, 0.171, 0.303, 0.425, -0.730]
}

No. 5
{
  "formula": "C3H7NO3S",
  "method": "ωB97M-V/def2-TZVPD",
  "multiplicity": 1,
  "total_energy_ev": -21687.641,
  "orbital_gap_ev": [7.45, 7.72],
  "homo_energy_ev": [-8.31, -8.48],
  "e_above_lowest_kcal_mol": 99.9,
  "symbols": ["C", "C", "C", "N", "O", "O", "O", "S", "H", "H", "H", "H", "H", "H", "H"],
  "coordinates": [[0.83400, -2.73233, 0.63908], [1.44000, -2.37247, -0.79221], [-0.49762, 1.04075, 0.54668], [0.32053, 1.80172, -0.06886], [-2.49249, 3.81444, 0.22973], [1.01861, -3.78279, 1.16379], [-1.73582, 1.02573, 0.67469], [-3.19199, 2.27031, -0.02905], [0.15550, -1.99760, 1.04214], [2.33470, -2.93249, -1.12639], [1.69199, -1.30682, -0.74631], [0.54871, -2.36966, -1.48218], [0.13064, 2.56664, -0.69156], [-1.83432, 3.51140, 0.85488], [1.27757, 1.46317, -0.21442]],
  "forces_ev_per_a": [[1.137, -0.233, -2.792], [-1.236, 0.733, 1.122], [-1.036, -2.211, 1.159], [2.178, 1.045, -1.529], [-0.233, -1.280, -0.456], [0.209, -0.678, 0.693], [-0.397, 0.570, -0.092], [0.645, 0.378, -0.158], [-0.425, 0.740, 0.358], [-0.915, -0.040, 0.276], [0.185, -0.040, 0.000], [1.022, -0.459, 0.359], [-0.845, 0.571, -0.320], [0.412, 0.759, 0.781], [-0.701, 0.147, 0.600]],
  "mulliken_charge": [0.139, -0.702, 0.167, -0.275, -0.452, -0.438, -0.378, 0.126, 0.320, 0.306, 0.135, 0.245, 0.229, 0.329, 0.250]
}

No. 6
{
  "formula": "C3H7NO3S",
  "method": "ωB97M-V/def2-TZVPD",
  "multiplicity": 1,
  "total_energy_ev": -21690.255,
  "orbital_gap_ev": 10.13,
  "smiles": "NC1(S(=O)(=O)O)CC1",
  "homo_energy_ev": -9.66,
  "e_above_lowest_kcal_mol": 39.6,
  "symbols": ["N", "C", "S", "O", "O", "O", "C", "C", "H", "H", "H", "H", "H", "H", "H"],
  "coordinates": [[-0.50631, 1.56410, 0.27897], [-0.34448, 0.18435, 0.18777], [1.43249, -0.19449, 0.07266], [1.68557, -1.59631, 0.27075], [2.13466, 0.73735, 0.92477], [1.67531, 0.16898, -1.44917], [-1.23662, -0.91887, 0.91701], [-1.16594, -0.83138, -0.56044], [-0.52114, 2.06834, -0.72005], [0.14684, 2.10811, 0.86400], [2.27578, 0.80075, -1.55760], [-2.08275, -0.27916, 1.32275], [-0.94279, -1.69155, 1.64616], [-0.49115, -1.48595, -1.09434], [-2.05947, -0.63426, -1.10324]],
  "forces_ev_per_a": [[-0.926, 2.923, -2.898], [1.029, -1.673, 0.749], [-0.573, -0.874, 1.969], [-0.184, 0.565, -0.564], [-0.108, -0.058, -0.854], [-3.831, -4.203, 0.255], [-0.496, 2.569, 1.083], [0.766, -0.300, -0.031], [0.008, -1.652, 2.939], [-0.445, -1.032, -0.260], [4.203, 4.374, -0.616], [0.850, -1.125, -0.519], [0.415, 0.341, -1.000], [-0.250, -0.502, 0.066], [-0.457, 0.647, -0.320]],
  "mulliken_charge": [-0.685, 0.510, 1.123, -0.608, -0.655, -0.452, -0.440, -0.762, 0.291, 0.316, 0.323, 0.256, 0.257, 0.226, 0.300]
}

No. 7
{
  "formula": "C3H7NO3S",
  "method": "ωB97M-V/def2-TZVPD",
  "multiplicity": 3,
  "total_energy_ev": -21688.098,
  "orbital_gap_ev": [7.85, 7.39],
  "homo_energy_ev": [-6.93, -9.58],
  "e_above_lowest_kcal_mol": 0.0,
  "symbols": ["C", "C", "C", "N", "O", "O", "O", "S", "H", "H", "H", "H", "H", "H", "H"],
  "coordinates": [[2.15040, 0.64246, -2.14511], [-0.31210, -0.07684, 1.14370], [-0.02576, -0.80548, -0.12808], [-1.32178, -0.62448, 2.06366], [1.08474, -2.51234, -1.47333], [1.39342, 0.80240, -1.22645], [2.25202, -0.47403, -2.81054], [1.10919, -1.99428, -0.10882], [2.88894, 1.34627, -2.40022], [-0.49280, 0.96395, 1.01284], [0.76921, -0.14650, 1.64100], [-0.67715, -0.67947, -1.00942], [-2.08779, 0.07983, 2.29059], [1.53663, -1.11806, -2.63294], [-1.81588, -1.34816, 1.61305]],
  "forces_ev_per_a": [[-0.640, -1.215, 1.288], [3.011, -0.833, 1.104], [-4.885, 3.103, -0.017], [-0.998, 1.679, 0.666], [0.031, -1.102, -2.783], [-0.319, 0.954, 0.214], [0.349, -0.357, -1.602], [2.741, -2.086, 2.684], [1.064, 1.084, -0.712], [-0.034, 0.829, -0.542], [-2.057, 0.430, -0.274], [0.501, -0.335, 0.517], [1.639, -1.004, -0.462], [0.149, 0.057, 0.449], [-0.550, -1.205, -0.527]],
  "mulliken_charge": [0.167, -0.323, -0.264, -0.570, -0.517, -0.454, -0.429, 0.305, 0.417, 0.314, 0.139, 0.315, 0.270, 0.377, 0.252]
}

No. 8
{
  "formula": "C3H7NO4",
  "method": "ωB97M-V/def2-TZVPD",
  "multiplicity": 2,
  "total_energy_ev": -12894.606,
  "orbital_gap_ev": [9.27, 3.46],
  "homo_energy_ev": [-14.29, -14.28],
  "total_charge": 1,
  "e_above_lowest_kcal_mol": 19.1,
  "symbols": ["N", "C", "O", "O", "H", "H", "H", "O", "C", "O", "C", "H", "H", "H", "H"],
  "coordinates": [[-0.28701, -0.28825, 1.87041], [0.21046, -1.40329, 2.51295], [0.10812, -2.51626, 1.68750], [0.53052, -1.40288, 3.68319], [-0.46700, 0.50970, 2.49841], [-1.00587, -0.48048, 1.15798], [0.52194, -2.20095, 0.88421], [1.05894, -0.44940, -1.67437], [0.49615, 0.63556, -1.60892], [1.21932, 1.78131, -1.25262], [-0.86181, 1.05803, -2.11338], [2.03411, 1.42216, -0.89597], [-0.98578, 2.13186, -2.20054], [-1.64714, 0.64073, -1.44662], [-0.92495, 0.56217, -3.10222]],
  "forces_ev_per_a": [[-0.012, -0.081, 2.017], [-2.024, -1.322, -4.648], [0.981, 1.610, 2.976], [0.208, -0.056, 1.112], [0.318, 0.047, -0.676], [0.323, 0.110, 0.398], [0.286, -0.293, -1.356], [-1.518, 1.226, 0.907], [2.016, 1.286, -0.915], [-1.317, -1.676, 0.206], [-0.190, -1.477, -0.022], [0.780, 0.130, -0.031], [0.216, -0.041, 0.091], [0.319, 0.201, -0.561], [-0.386, 0.335, 0.504]],
  "mulliken_charge": [-0.254, 0.688, -0.370, -0.076, 0.311, 0.305, 0.380, -0.558, 0.635, -0.448, -0.730, 0.343, 0.304, 0.197, 0.273]
}

No. 9
{
  "formula": "C3H7NO4S",
  "method": "ωB97M-V/def2-TZVPD",
  "multiplicity": 1,
  "total_energy_ev": -23738.426,
  "orbital_gap_ev": 11.00,
  "smiles": "N[C@@H](C[SH](=O)=O)C(=O)O",
  "homo_energy_ev": -10.61,
  "e_above_lowest_kcal_mol": 33.2,
  "symbols": ["N", "C", "C", "S", "O", "O", "C", "O", "O", "H", "H", "H", "H", "H", "H", "H"],
  "coordinates": [[0.54363, 1.61167, 0.08374], [0.55223, 0.07404, 0.29159], [-0.47509, -0.79760, -0.56698], [-2.15867, -0.42173, 0.03994], [-2.25107, -0.67161, 1.45574], [-2.62291, 0.82321, -0.59843], [1.93077, -0.48535, 0.11434], [2.05415, -1.60491, -0.31059], [2.85705, 0.35240, 0.46923], [0.69338, 1.84716, -0.98307], [-0.37466, 1.98817, 0.51507], [0.32821, -0.09038, 1.35164], [-0.22845, -1.75446, -0.15464], [-0.36300, -0.82325, -1.63866], [-2.93175, -1.35009, -0.63572], [2.44620, 1.30274, 0.56679]],
  "forces_ev_per_a": [[-0.744, -1.123, -0.892], [-1.881, 1.959, -1.234], [0.339, 1.032, 2.622], [-0.852, 0.763, -2.455], [0.324, 0.304, -0.449], [0.906, -1.188, 1.368], [-1.436, -0.307, -0.804], [1.073, 0.022, 0.311], [1.031, 2.224, 0.293], [-1.067, -0.523, 2.895], [2.053, -0.580, -1.589], [-0.262, 0.109, -0.128], [-0.289, -0.984, -0.131], [-0.157, 0.470, -0.262], [0.572, 0.012, 0.567], [0.390, -2.189, -0.110]],
  "mulliken_charge": [-0.728, -0.049, -0.634, 0.862, -0.555, -0.588, 0.368, -0.568, -0.513, 0.263, 0.312, 0.388, 0.397, 0.433, 0.150, 0.461]
}